No. 1
The following is a quantum chemistry calculation of an isolated molecule of C3H7NO2 in a non-equilibrium geometry, from the OMol25 dataset.

As for the spin multiplicity: 1. Its SMILES is C/C(CO)=N/O. As for the frontier orbital gap: 10.3 eV. The calculation puts the energy above the lowest of the compared OMol25 structures with the same formula, charge and spin at 89.2 kcal/mol. The value obtained for the LUMO energy is 0.9 eV.

Each line ends with the Löwdin charge.
CARTESIAN COORDINATES (ANGSTROEM)
C1 -0.74 1.49 0.15  -0.023
C2 -0.23 0.09 0.25  -0.367
N1 -1.03 -0.87 -0.07  0.005
O1 -0.45 -2.12 0.23  -0.076
C3 1.25 -0.15 0.22  -0.162
O2 1.21 -0.11 -1.22  -0.067
H1 -1.47 1.59 -0.65  0.089
H2 -1.24 1.70 1.10  0.085
H3 0.07 2.23 0.01  0.087
H4 -1.19 -2.73 0.08  0.095
H5 1.58 -1.13 0.60  0.111
H6 1.88 0.64 0.64  0.126
H7 0.36 -0.63 -1.36  0.097

No. 2
The following is a quantum chemistry calculation of a cluster of 2 separate species, C3H7NO2 in total, from the OMol25 dataset.

As for the spin multiplicity: 1. Its SMILES is O=C1NCCO1.[H][H]. As for the frontier orbital gap: 11.0 eV. The calculation puts the energy above the lowest of the compared OMol25 structures with the same formula, charge and spin at 31.3 kcal/mol. The value obtained for the LUMO energy is 0.8 eV.

Each line ends with the Löwdin charge.
CARTESIAN COORDINATES (ANGSTROEM)
O1 -0.31 1.15 -0.03  -0.018
C1 0.80 0.51 0.60  -0.151
C2 0.24 -0.82 1.12  -0.150
N1 -0.81 -1.01 0.14  0.085
C3 -1.24 0.21 -0.35  -0.587
O2 -2.24 0.45 -0.97  0.105
H1 0.54 1.19 -2.34  0.035
H2 1.17 1.17 1.39  0.126
H3 1.59 0.35 -0.14  0.114
H4 -0.16 -0.72 2.14  0.121
H5 0.98 -1.62 1.09  0.119
H6 -1.51 -1.73 0.24  0.148
H7 0.95 0.87 -2.88  0.054

No. 3
The following is a quantum chemistry calculation of a structure of composition C3H7NO2 in a non-equilibrium geometry, from the OMol25 dataset.

As for the spin multiplicity: 1. As for the frontier orbital gap (alpha / beta): 7.2 / 7.2 eV. The calculation puts the energy above the lowest of the compared OMol25 structures with the same formula, charge and spin at 109.3 kcal/mol. The value obtained for the LUMO energy (alpha / beta) is -0.6 / -0.6 eV.

Each line ends with the Löwdin charge.
CARTESIAN COORDINATES (ANGSTROEM)
C1 -0.97 -0.79 0.62  0.034
C2 -1.94 -0.28 -0.39  -0.113
C3 0.89 0.75 0.07  -0.549
N1 2.78 0.80 -0.44  -0.003
O1 0.98 -0.46 0.28  0.069
O2 0.31 1.78 0.06  0.146
H1 3.38 0.97 0.36  -0.020
H2 3.11 -0.05 -0.89  -0.020
H3 -1.06 -0.38 1.63  0.099
H4 -0.80 -1.86 0.62  0.091
H5 -2.06 0.80 -0.34  0.078
H6 -1.67 -0.57 -1.40  0.092
H7 -2.94 -0.70 -0.19  0.097

No. 4
The following is a quantum chemistry calculation of an isolated molecule of C3H7NO2, from the OMol25 dataset.

As for the spin multiplicity: 1. Its SMILES is COC(=O)CN. As for the frontier orbital gap: 10.5 eV. The calculation puts the energy above the lowest of the compared OMol25 structures with the same formula, charge and spin at 30.4 kcal/mol. The value obtained for the LUMO energy is 0.9 eV.

Each line ends with the Löwdin charge.
CARTESIAN COORDINATES (ANGSTROEM)
C1 -1.12 0.81 1.81  -0.050
O1 -0.04 0.85 0.85  -0.023
C2 0.01 -0.31 0.17  -0.488
O2 -0.82 -1.17 0.35  0.076
C3 1.11 -0.62 -0.85  -0.185
N1 0.85 -0.27 -2.24  0.012
H1 -1.22 1.80 2.24  0.090
H2 -0.91 0.07 2.58  0.098
H3 -2.05 0.50 1.31  0.091
H4 1.08 -1.71 -0.70  0.115
H5 2.12 -0.29 -0.61  0.120
H6 -0.13 -0.37 -2.48  0.074
H7 1.11 0.70 -2.42  0.069

> Which formula does entry 3 have?

C3H7NO2

Repeat the fourth record exactly.
The following is a quantum chemistry calculation of an isolated molecule of C3H7NO2, from the OMol25 dataset.

As for the spin multiplicity: 1. Its SMILES is COC(=O)CN. As for the frontier orbital gap: 10.5 eV. The calculation puts the energy above the lowest of the compared OMol25 structures with the same formula, charge and spin at 30.4 kcal/mol. The value obtained for the LUMO energy is 0.9 eV.

Each line ends with the Löwdin charge.
CARTESIAN COORDINATES (ANGSTROEM)
C1 -1.12 0.81 1.81  -0.050
O1 -0.04 0.85 0.85  -0.023
C2 0.01 -0.31 0.17  -0.488
O2 -0.82 -1.17 0.35  0.076
C3 1.11 -0.62 -0.85  -0.185
N1 0.85 -0.27 -2.24  0.012
H1 -1.22 1.80 2.24  0.090
H2 -0.91 0.07 2.58  0.098
H3 -2.05 0.50 1.31  0.091
H4 1.08 -1.71 -0.70  0.115
H5 2.12 -0.29 -0.61  0.120
H6 -0.13 -0.37 -2.48  0.074
H7 1.11 0.70 -2.42  0.069

> Number 3 is which compound?

C3H7NO2